*one*
Here is the molecule C6H16N2O from the Open Molecules 2025 dataset. Energies are from ωB97M-V/def2-TZVPD.

Structure (XYZ):
```
25
Properties=species:S:1:pos:R:3:lowdin_charge:R:1
H 1.15157 -2.36998 0.11468 0.085
H 0.55040 1.88454 0.54303 0.090
N -2.95207 0.76917 0.64992 -0.026
H 1.16942 -1.17153 1.44129 0.094
H -3.35651 1.70772 0.63451 0.070
H -1.15655 -1.76288 1.40684 0.079
H 2.79114 1.11484 1.00063 0.071
C 2.50610 1.45630 0.00024 -0.132
C 1.34214 -1.32048 0.37331 -0.041
H -1.18002 -2.60830 -0.17104 0.082
C 1.01295 1.25834 -0.22780 -0.173
N -1.52150 0.79635 0.39852 -0.118
H -1.49911 -0.40781 -1.31327 0.131
C -1.02206 -0.44147 -0.32411 -0.309
H 0.28934 -0.38080 -2.54588 0.096
H 0.75525 1.74476 -1.17386 0.097
H -2.60471 -1.77409 0.41588 0.065
H 2.75947 2.52081 -0.05717 0.071
C -1.51261 -1.71888 0.37224 -0.070
H 3.10069 0.93096 -0.75024 0.072
O 0.89893 -0.63928 -1.84219 -0.039
H -1.35131 1.57455 -0.24649 0.095
H 2.41992 -1.22218 0.18973 0.081
H -3.11553 0.42103 1.59833 0.070
C 0.52466 -0.36169 -0.48713 -0.441
```

Values from the calculation:
spin multiplicity: 1
SMILES string: CC[C@](C)(O)[C@@H](C)NN
M: 132.21 g/mol
LUMO energy: 0.0327 hartree
orbital gap: 8.975 eV
total charge: 0

=====

*two*
Here is the molecule C6H16N2O from the Open Molecules 2025 dataset. Energies are from ωB97M-V/def2-TZVPD.

Structure (XYZ):
```
25
Properties=species:S:1:pos:R:3:lowdin_charge:R:1
H 1.88333 -1.79117 -0.18143 0.084
H 1.03599 -0.55563 -2.12546 0.088
C 0.37707 1.27955 0.87612 -0.319
H -2.17494 -2.86734 -1.24220 0.069
C -0.97579 1.55019 1.50380 -0.083
H -0.52147 -0.28476 -2.63228 0.097
H -1.32542 -0.06090 -0.45208 0.137
N 0.15760 -0.10481 -1.90516 0.117
H -2.28655 -2.05314 0.34181 0.071
N 0.49424 -0.38461 0.48453 -0.102
C -1.64892 -2.69785 -0.28867 -0.205
H 2.31193 -0.93252 1.30373 0.086
H 1.13967 1.24906 1.65663 0.121
O -0.38228 -2.16916 -0.49800 -0.235
H 0.86760 3.28216 0.27778 0.082
C 1.87082 -0.82227 0.31398 -0.091
H 2.47793 -0.12146 -0.27278 0.075
H -0.90455 2.39644 2.18969 0.081
H 0.01864 2.35602 -0.96844 0.068
C 0.76749 2.29557 -0.18094 -0.087
H -1.72742 1.79471 0.75393 0.072
H -1.55372 -3.65616 0.23668 0.075
C -0.31611 -0.43734 -0.62524 -0.349
H 1.72734 2.05355 -0.63479 0.067
H -1.31247 0.68187 2.06882 0.082
```

Values from the calculation:
spin multiplicity: 1
SMILES string: CO[C@H](N)N(C)C(C)C
M: 132.21 g/mol
LUMO energy: 0.0358 hartree
orbital gap: 9.253 eV
total charge: 0

=====

The energy of each structure relative to the most stable one, in kcal/mol, is as follows: *one* 0.0; *two* 9.8.

=====

*one*
Here is a cluster of 3 separate species, C6H16N2O in total from the Open Molecules 2025 dataset. Energies are from ωB97M-V/def2-TZVPD.

Structure (XYZ):
```
25
Properties=species:S:1:pos:R:3:lowdin_charge:R:1
C -0.70503 0.78744 -1.50914 0.024
H 0.58225 0.19926 0.86870 0.100
H -3.27522 0.35610 -1.16194 0.063
H 2.44192 1.86838 1.09570 0.078
H -1.45129 -1.30333 -0.45429 0.088
H 3.47852 1.06899 -0.10208 0.081
H -3.75210 -0.40548 0.35595 0.077
C -1.02038 -0.26143 1.31958 -0.068
N 1.42642 -0.66687 -0.82062 -0.023
N 1.07983 -1.94009 -0.65029 0.048
H -1.13130 1.69983 -1.10515 0.023
H 2.05288 -0.56880 2.22256 0.093
H 0.30227 0.94205 -1.85631 -0.007
H 1.98968 1.87600 -0.61610 0.067
H -1.32474 0.52577 2.00228 0.071
C -3.00314 0.23871 -0.11279 -0.128
H -1.32528 0.32451 -2.26907 0.022
C -1.62810 -0.36470 0.06766 -0.337
H 1.36129 -2.40128 0.20927 0.099
H -0.53988 -1.12754 1.75428 0.059
C 1.67482 -0.00468 0.38184 -0.536
H 1.07299 -2.48338 -1.49854 0.103
O 2.31352 -0.86331 1.34319 -0.045
H -3.06584 1.22053 0.36094 0.078
C 2.44591 1.28332 0.17435 -0.031
```

Values from the calculation:
spin multiplicity: 1
M: 132.21 g/mol
LUMO energy (alpha / beta): 0.0010 / 0.0255 hartree
orbital gap (alpha / beta): 7.275 / 7.900 eV
total charge: 0

=====

*two*
Here is a cluster of 3 separate species, C6H16N2O in total from the Open Molecules 2025 dataset. Energies are from ωB97M-V/def2-TZVPD.

Structure (XYZ):
```
25
Properties=species:S:1:pos:R:3:lowdin_charge:R:1
H -3.15474 0.66243 -2.22115 0.078
H -3.27327 -0.92959 -1.43841 0.073
C 2.44191 0.26799 -0.24981 -0.243
C -0.61694 -1.45485 1.74607 -0.165
H -2.24826 -0.05810 2.02652 0.062
H -0.62022 0.66986 2.21591 0.062
H -1.14844 -2.13405 1.07868 0.063
N 2.10960 2.54171 0.67285 0.091
N 1.91961 -0.41334 -1.43415 -0.008
C -1.21919 -0.06612 1.68610 -0.172
H 2.37625 -1.31027 -1.56484 0.094
C -2.93198 0.10075 -1.31101 -0.113
H 0.73714 1.65966 -0.49033 0.081
H 2.09177 0.14662 -2.26383 0.098
O -0.82882 -0.85514 -1.52877 -0.026
H -3.47828 0.57716 -0.49900 0.069
C -1.45423 0.22199 -1.07101 -0.209
H 0.42632 -1.44262 1.42496 0.042
H 3.52373 0.46889 -0.30413 0.114
H -1.21860 0.34561 0.55156 0.018
H 3.07557 2.45356 0.99500 0.045
H -0.64461 -1.86294 2.75645 0.063
H 0.15021 -0.75911 -1.39163 0.036
C 1.70331 1.56048 0.00207 -0.257
H 2.28219 -0.39059 0.61191 0.105
```

Values from the calculation:
spin multiplicity: 1
M: 132.21 g/mol
LUMO energy: 0.0243 hartree
orbital gap: 8.221 eV
total charge: 0

=====

The energy of each structure relative to the most stable one, in kcal/mol, is as follows: *one* 55.0; *two* 0.0.

=====

*one*
Here is a cluster of 2 separate species, C6H16N2O in total from the Open Molecules 2025 dataset. Energies are from ωB97M-V/def2-TZVPD.

Structure (XYZ):
```
25
Properties=species:S:1:pos:R:3:lowdin_charge:R:1
H 0.58452 -0.56745 -2.27826 0.087
H -0.29007 0.15477 2.42930 0.067
C 0.74377 2.78475 -0.73768 -0.027
H 2.08752 -0.24426 -0.46078 0.052
H 1.25740 -2.12790 -0.03599 0.076
C -0.64310 -1.84109 -0.36332 -0.414
H -2.02651 -1.73060 1.29885 0.086
C 0.54167 0.44782 0.46709 -0.452
H 0.71703 1.59528 2.25844 0.082
H -0.03482 3.53983 -0.68193 0.018
H 1.41890 2.86960 0.10467 0.018
H -0.95699 0.29934 -2.62691 0.093
O 0.60891 -2.41765 -0.69633 -0.044
C -0.02333 0.97093 1.75664 -0.067
H -0.30257 -1.81094 1.77201 0.066
N 1.75878 0.07647 0.44841 0.106
C -1.05388 -2.16362 1.06812 -0.045
H -1.35809 -2.31032 -1.05268 0.146
C -0.63892 -0.32986 -0.66574 -0.263
H 1.29084 2.80943 -1.67485 0.022
H -0.90464 1.58593 1.55778 0.081
H -1.12452 -3.24375 1.18895 0.082
N -0.25509 -0.07280 -2.00292 0.034
H 0.20941 1.60223 -0.63307 0.060
H -1.60621 0.12388 -0.43979 0.136
```

Values from the calculation:
spin multiplicity: 1
SMILES string: [H]/N=C(/C)[C@@H](N)[C@H](C)O.C
M: 132.21 g/mol
LUMO energy: 0.0317 hartree
orbital gap: 9.229 eV
total charge: 0

=====

*two*
Here is a cluster of 2 separate species, C6H16N2O in total from the Open Molecules 2025 dataset. Energies are from ωB97M-V/def2-TZVPD.

Structure (XYZ):
```
25
Properties=species:S:1:pos:R:3:lowdin_charge:R:1
C -0.15996 -0.73034 1.13111 -0.388
H 0.27668 2.64357 -0.90890 0.060
C 1.19307 2.05653 -1.01140 -0.146
H -0.61147 -2.03219 -1.36980 0.080
H -0.95303 -0.67603 1.88560 0.135
H 1.87772 2.35271 -0.21911 0.070
H -1.22636 1.55443 0.64065 0.083
C -1.39761 -1.33832 -1.07454 -0.085
H 1.62305 2.31966 -1.99057 0.071
N -0.84087 -0.31853 -0.18853 -0.286
H 1.76942 -0.04872 -0.75692 0.067
H 0.67224 1.03204 2.14484 0.091
C 0.91105 0.57984 -0.95703 -0.067
H 2.34362 -0.67619 2.25687 0.087
H 1.22497 -2.13016 0.58424 0.078
H -2.66517 0.50744 0.50049 0.090
H 0.48222 0.24904 -1.90547 0.071
H -1.97069 1.28012 -0.94556 0.090
H -1.80679 -0.86380 -1.96808 0.086
N 0.36687 -2.06343 1.11440 0.068
C 0.89944 0.32451 1.34615 -0.221
H -2.20851 -1.89685 -0.59196 0.087
C -1.73344 0.81840 0.01508 -0.085
H -0.29619 -2.77147 0.83138 0.070
O 2.22974 -0.17227 1.43708 -0.107
```

Values from the calculation:
spin multiplicity: 1
M: 132.21 g/mol
LUMO energy (alpha / beta): 0.0291 / 0.0291 hartree
orbital gap (alpha / beta): 7.289 / 7.284 eV
total charge: 0

=====

The energy of each structure relative to the most stable one, in kcal/mol, is as follows: *one* 0.0; *two* 55.0.

=====

*one*
Here is a cluster of 2 separate species, C3H10N in total from the Open Molecules 2025 dataset. Energies are from ωB97M-V/def2-TZVPD.

Structure (XYZ):
```
14
Properties=species:S:1:pos:R:3:lowdin_charge:R:1
H -5.61021 3.74762 1.78036 0.027
H -4.31610 5.08931 1.94802 0.014
C -4.62811 4.07148 2.18938 -0.059
H 1.45721 -0.59285 -1.14120 0.127
H 2.92784 -0.76269 -2.00319 0.100
H 1.29583 -2.87146 -1.73252 0.177
H 4.04068 -3.26139 -0.70475 0.136
C 3.08240 -3.56676 -1.10802 0.199
H 3.11449 -0.98223 -0.35454 0.100
H -4.91615 4.03898 3.25521 0.021
C 2.41095 -1.18071 -1.14934 0.009
H -3.80358 3.45882 1.88699 -0.004
N 2.23509 -2.65006 -1.40201 0.011
H 2.70964 -4.53807 -1.46438 0.141
```

Values from the calculation:
spin multiplicity: 1
M: 60.12 g/mol
LUMO energy: -0.2065 hartree
orbital gap: 8.350 eV
total charge: +1

=====

*two*
Here is a cluster of 2 separate species, C3H10N in total from the Open Molecules 2025 dataset. Energies are from ωB97M-V/def2-TZVPD.

Structure (XYZ):
```
14
Properties=species:S:1:pos:R:3:lowdin_charge:R:1
H -1.46101 1.07367 -2.60692 0.031
H -0.19124 2.39080 -2.84247 0.039
H -0.80510 -1.40924 2.22232 0.211
H 1.97142 -1.03061 0.95347 0.138
H 0.45515 0.99294 0.75122 0.137
C -0.53093 1.52502 -2.25860 -0.039
C 1.09144 -1.71465 1.19730 0.014
C -0.36044 0.31757 1.10595 0.169
H 0.71190 -2.30673 0.36021 0.103
H 0.23246 0.82744 -2.35110 -0.012
H -1.29460 0.80496 1.23548 0.106
N -0.13655 -0.89396 1.55989 -0.004
H -0.77426 1.94161 -1.26127 0.008
H 1.09175 -2.51881 1.93452 0.099
```

Values from the calculation:
spin multiplicity: 1
M: 60.12 g/mol
LUMO energy: -0.2075 hartree
orbital gap: 10.467 eV
total charge: +1

=====

The energy of each structure relative to the most stable one, in kcal/mol, is as follows: *one* 0.0; *two* 5.6.

=====

*one*
Here is a cluster of 2 separate species, C5H14NO in total from the Open Molecules 2025 dataset. Energies are from ωB97M-V/def2-TZVPD.

Structure (XYZ):
```
21
Properties=species:S:1:pos:R:3:lowdin_charge:R:1
C -2.09471 -0.09756 -0.96351 -0.187
H -0.40812 0.07534 0.90424 0.146
C 0.23353 -0.16400 0.05285 -0.336
H 1.63794 -1.00206 1.35951 0.087
H 0.49699 -2.11205 0.97604 0.102
H -0.61230 -1.48860 -1.46120 0.119
O 2.06137 1.82322 2.17033 -0.046
C 1.09308 -1.34965 0.47005 -0.031
H -0.14183 -0.08841 -2.09016 0.122
H 2.76983 2.49591 2.15725 0.093
H 1.82466 0.81154 -0.70599 0.167
H 1.62841 1.93870 3.05347 0.109
H -2.71372 -2.05519 -1.31032 0.068
H 1.34976 1.52685 0.71085 0.092
H 0.44160 1.74532 -0.78077 0.169
N 0.99761 1.11986 -0.19458 0.198
C -0.66910 -0.41859 -1.19844 -0.183
C -3.03114 -1.04782 -1.07538 0.045
H -2.42151 0.90692 -0.71210 0.103
H -4.08045 -0.79972 -1.02098 0.068
H 1.63810 -1.82002 -0.34116 0.095
```

Values from the calculation:
spin multiplicity: 1
M: 104.17 g/mol
LUMO energy: -0.1164 hartree
orbital gap: 9.983 eV
total charge: +1

=====

*two*
Here is a cluster of 2 separate species, C5H14NO in total from the Open Molecules 2025 dataset. Energies are from ωB97M-V/def2-TZVPD.

Structure (XYZ):
```
21
Properties=species:S:1:pos:R:3:lowdin_charge:R:1
H -0.19418 -0.53759 -1.87371 0.153
H 2.18429 -0.02805 -1.59879 0.094
H -0.95532 2.30927 -0.03867 0.056
O -2.47460 0.73516 0.66655 -0.070
H -0.83357 -2.42784 -0.19679 0.129
H -0.29929 -0.57026 1.57062 0.157
C 0.03179 1.92900 -0.29080 0.059
H 0.89683 -2.23709 -0.56590 0.142
H -1.27556 -0.03353 -0.62824 0.080
H 1.11307 -1.44195 1.67882 0.174
C -0.27485 -0.45543 -0.75740 -0.196
H -0.37730 -2.09555 2.03542 0.173
C 0.61794 0.73462 -0.45295 -0.382
H 0.54112 2.90695 -0.39834 0.087
H 2.36055 1.57665 -1.33940 0.081
C 0.02153 -1.77286 -0.09165 -0.116
C 2.08936 0.70530 -0.76050 -0.061
N 0.13423 -1.49169 1.39073 0.207
H -2.98747 0.39745 1.42094 0.071
H 2.75015 0.52052 0.09797 0.087
H -3.06873 1.27693 0.13207 0.074
```

Values from the calculation:
spin multiplicity: 1
M: 104.17 g/mol
LUMO energy: -0.1305 hartree
orbital gap: 9.403 eV
total charge: +1

=====

*three*
Here is a cluster of 2 separate species, C5H14NO in total from the Open Molecules 2025 dataset. Energies are from ωB97M-V/def2-TZVPD.

Structure (XYZ):
```
21
Properties=species:S:1:pos:R:3:lowdin_charge:R:1
H -2.44310 0.34174 1.23771 0.118
C -2.18536 -0.01645 0.23475 -0.140
H 4.10525 -0.52183 -1.54341 0.071
C -3.32026 -0.11209 -0.74003 -0.087
C 0.98048 0.66883 1.07776 -0.141
H -4.28689 -0.02955 -0.19838 0.089
H 0.45770 1.49307 1.57047 0.135
H 2.00738 0.53477 1.47068 0.132
H 1.81964 1.96292 -0.38942 0.187
H 1.85142 0.30072 -0.81539 0.105
N 1.32203 1.04903 -0.35009 0.155
H 0.71390 -1.49057 0.99351 0.126
H -3.31509 -1.11962 -1.19057 0.088
H -0.38382 -0.63814 2.08688 0.119
C -0.93499 -0.44804 0.00908 -0.172
H -0.81148 -0.94567 -0.95373 0.121
C 0.08364 -0.58377 1.11239 -0.167
H 3.74354 -1.48734 -0.39151 0.093
O 3.43709 -0.67568 -0.86288 -0.054
H -3.24228 0.62571 -1.55208 0.086
H 0.40121 1.09195 -0.80572 0.136
```

Values from the calculation:
spin multiplicity: 1
M: 104.17 g/mol
LUMO energy: -0.1139 hartree
orbital gap: 10.137 eV
total charge: +1

=====

The energy of each structure relative to the most stable one, in kcal/mol, is as follows: *one* 6.6; *two* 28.5; *three* 0.0.